{"formula": "C38H86F12N4O40P6", "method": "ωB97M-V with the def2-TZVPD basis set", "e_homo_ev": -10.36, "elements": ["P", "P", "P", "P", "P", "P", "F", "F", "F", "F", "F", "F", "F", "F", "F", "F", "F", "F", "O", "O", "O", "O", "O", "O", "O", "O", "O", "O", "O", "O", "O", "O", "O", "O", "O", "O", "O", "O", "O", "O", "O", "O", "O", "O", "O", "O", "O", "O", "O", "O", "O", "O", "O", "O", "O", "O", "O", "O", "N", "N", "N", "N", "C", "C", "C", "C", "C", "C", "C", "C", "C", "C", "C", "C", "C", "C", "C", "C", "C", "C", "C", "C", "C", "C", "C", "C", "C", "C", "C", "C", "C", "C", "C", "C", "C", "C", "C", "C", "C", "C", "H", "H", "H", "H", "H", "H", "H", "H", "H", "H", "H", "H", "H", "H", "H", "H", "H", "H", "H", "H", "H", "H", "H", "H", "H", "H", "H", "H", "H", "H", "H", "H", "H", "H", "H", "H", "H", "H", "H", "H", "H", "H", "H", "H", "H", "H", "H", "H", "H", "H", "H", "H", "H", "H", "H", "H", "H", "H", "H", "H", "H", "H", "H", "H", "H", "H", "H", "H", "H", "H", "H", "H", "H", "H", "H", "H", "H", "H", "H", "H", "H", "H", "H", "H", "H", "H"], "coordinates": [[-7.45, -3.42, 5.04], [-2.78, 5.49, -6.13], [5.31, 1.73, 8.12], [-0.75, 0.49, 0.02], [5.14, -6.46, 4.01], [-1.62, 7.00, 4.84], [7.36, 9.85, 1.95], [7.08, 6.06, -5.27], [5.28, 4.86, -4.65], [-8.84, -11.04, -6.21], [-16.28, -2.35, -0.62], [8.60, 8.08, 1.75], [6.40, 7.99, 1.84], [-10.46, -9.69, -5.80], [-15.44, -0.56, -1.49], [-8.73, -9.00, -6.90], [4.94, 6.81, -5.49], [-15.00, -2.55, -2.49], [8.60, 7.73, 4.34], [6.34, -2.74, -7.28], [6.40, 0.79, 8.88], [5.92, -5.43, 3.31], [-8.58, -3.89, 6.10], [5.28, 3.11, 8.64], [4.41, 5.31, -7.48], [-1.21, 6.75, 3.25], [6.50, -0.98, -5.95], [-1.66, 8.42, 5.27], [1.30, -2.23, -7.73], [-2.71, 3.87, -6.35], [-3.02, 6.18, 4.92], [-2.35, 0.27, -0.22], [3.87, 0.93, 8.23], [-14.09, -1.63, 0.80], [-7.41, -4.65, 3.96], [3.61, -6.43, 3.40], [9.68, 1.68, -1.77], [6.59, 4.46, -7.39], [-8.90, -10.02, -3.46], [0.30, -6.60, -4.82], [-7.42, -8.68, -4.63], [-0.47, 2.11, -0.26], [5.72, 1.56, 6.56], [-0.22, -6.54, -2.72], [-7.62, -2.04, 4.52], [-0.38, -0.02, 1.40], [-6.08, -3.61, 5.94], [-0.15, -0.36, -1.22], [5.01, -6.31, 5.61], [-12.87, -2.55, -0.90], [6.62, 8.87, 4.46], [-3.15, 5.66, -4.55], [1.85, -1.49, -9.67], [-1.23, 5.96, -6.13], [7.73, 0.97, -1.16], [5.76, -7.95, 3.90], [-0.65, 6.01, 5.64], [-3.68, 6.14, -7.08], [0.59, -6.76, -3.63], [1.39, -2.40, -8.96], [8.90, 0.77, -1.50], [6.75, -1.61, -7.02], [4.83, 5.05, -9.93], [-6.47, -8.52, -3.60], [-11.60, -2.33, -0.26], [-15.21, -1.91, -1.33], [0.92, -3.65, -9.60], [10.31, 7.71, 5.99], [6.03, -5.72, 6.42], [-14.03, -2.07, -0.37], [-8.51, -9.50, -4.53], [-2.11, 2.98, -5.46], [-9.15, -9.81, -5.88], [7.50, 8.55, 2.30], [7.62, -0.89, -8.01], [-0.80, 7.25, -6.46], [1.20, -0.77, -1.15], [-6.87, -7.48, -2.58], [-3.16, 4.90, 4.42], [6.60, 0.85, 10.29], [-2.84, -0.94, -0.80], [-7.42, -6.04, 4.23], [-2.04, 7.39, 2.33], [9.43, -0.62, -1.54], [3.99, 4.65, -8.70], [0.79, 2.68, -0.66], [6.07, -8.64, 2.69], [-9.71, -3.15, 6.47], [-10.96, -0.97, -0.66], [5.65, 5.14, -6.92], [2.88, -5.27, 3.33], [5.78, 5.77, -5.53], [-4.54, 5.75, -4.14], [3.60, -0.33, 7.58], [7.50, 8.37, 3.83], [4.95, 2.12, 5.51], [8.80, 7.53, 5.77], [-4.83, -3.39, 5.26], [-0.80, 5.57, 6.95], [2.00, -7.20, -3.21], [1.83, -0.25, -0.43], [-1.56, 6.20, 7.42], [6.89, -6.37, 6.53], [1.95, -8.28, -3.10], [-3.58, -1.34, -0.11], [-10.09, -0.76, -0.03], [0.88, -3.48, -10.68], [10.77, 6.75, 5.80], [4.45, 4.50, -10.80], [8.35, -1.60, -8.41], [4.49, -0.78, 7.14], [0.19, 7.36, -6.91], [1.13, 3.55, -0.10], [-9.67, -2.10, 6.18], [3.43, -4.33, 3.27], [6.22, 1.78, 10.72], [5.56, 2.76, 4.88], [5.47, -9.54, 2.67], [10.01, -0.64, -2.47], [3.92, 3.57, -8.56], [-6.66, -6.62, 3.71], [4.66, 1.29, 4.87], [-5.57, -8.25, -4.15], [-10.94, -3.04, -0.76], [5.98, 0.06, 10.72], [-4.56, 6.51, -3.36], [-1.22, 4.56, 6.92], [-6.26, -9.51, -3.21], [1.57, 1.92, -0.55], [-1.47, 7.98, -6.92], [-6.11, -7.61, -1.80], [10.03, -0.69, -0.64], [-2.10, 3.41, -4.46], [-4.92, 4.86, -3.63], [7.12, -8.94, 2.75], [-3.41, 4.89, 3.36], [8.04, -0.06, -7.44], [1.70, -0.59, -2.11], [-1.50, 7.70, 1.43], [-3.37, -0.72, -1.73], [5.69, -5.77, 7.45], [-1.08, 2.91, -5.81], [8.45, -1.09, -1.55], [5.80, -8.13, 1.77], [-3.90, 4.41, 5.06], [-10.79, -0.89, -1.74], [6.98, -0.52, -8.81], [2.77, -6.92, -3.93], [-8.36, -6.52, 3.96], [1.29, -1.85, -1.03], [0.15, 5.49, 7.48], [2.28, -5.30, 2.42], [-4.96, -2.97, 4.26], [-11.75, -0.23, -0.51], [6.34, -4.69, 6.23], [-6.75, -6.49, -3.00], [-10.68, -3.59, 6.22], [2.32, -6.75, -2.28], [2.96, 4.97, -8.84], [-4.35, -4.36, 5.21], [0.70, 3.05, -1.68], [-2.46, 8.26, 2.83], [-9.60, -3.13, 7.55], [2.94, -0.11, 6.74], [-5.20, 5.99, -4.97], [8.35, 8.30, 6.41], [-4.16, -2.77, 5.86], [1.72, -4.39, -9.51], [-7.08, -6.21, 5.26], [-2.09, -1.68, -1.08], [-7.86, -7.60, -2.14], [-0.01, -3.91, -9.09], [7.61, 0.71, 10.67], [5.88, 4.81, -9.73], [-0.71, 7.71, -5.47], [8.46, 6.53, 6.01], [10.67, 7.95, 6.99], [10.74, 8.50, 5.37], [-2.52, 1.97, -5.55], [4.71, 6.06, -10.32], [3.09, -0.95, 8.32], [-2.28, 4.26, 4.48], [2.19, -5.06, 4.14], [4.03, 2.69, 5.66], [-2.88, 6.74, 2.10], [-11.68, -2.55, 0.81]]}